Record 1
# C25H73AsF6O11

A structure of composition C25H73AsF6O11 (ωB97M-V with the def2-TZVPD basis set, the OMol25 dataset).

Electronic energy = -4658.90734 Eh
Energy above the lowest of the compared OMol25 structures with the same formula, charge and spin = 25.6 kcal per mole
Highest occupied orbital energy = -9.232 eV
Maximum force = 0.0510 Eh/bohr
Molecular weight = 738.758 g/mol

```
! wB97M-V def2-TZVPD RIJCOSX def2/J DEFGRID3
* xyz 0 1
O -2.489 -1.007 1.799
H -3.082 -0.259 1.926
H -2.979 -1.764 1.449
H -2.071 -1.196 2.651
As 0.093 -0.069 -0.335
F 0.196 -1.265 0.976
F 1.737 0.511 0.029
F 0.019 1.107 -1.691
F -1.486 -0.642 -0.778
F -0.669 1.095 0.781
F 0.860 -1.290 -1.446
C -0.754 0.489 4.075
C -0.998 -0.742 4.942
O -1.639 -1.713 4.167
H -0.327 1.288 4.681
H -1.674 0.965 3.732
H -0.087 0.327 3.229
H -1.728 -0.578 5.735
H -0.095 -1.157 5.392
H -1.550 -2.564 4.602
C -3.343 4.242 -2.411
C -2.021 3.514 -2.243
O -2.034 2.329 -3.001
H -3.607 4.564 -3.419
H -3.297 5.212 -1.915
H -4.164 3.638 -2.027
H -1.876 3.251 -1.193
H -1.137 4.092 -2.516
H -1.339 1.757 -2.665
C 3.228 -4.926 0.863
C 2.581 -3.599 0.651
O 1.436 -3.531 1.475
H 2.552 -5.719 0.544
H 3.541 -4.968 1.906
H 4.095 -4.989 0.205
H 2.277 -3.460 -0.387
H 3.150 -2.771 1.076
H 1.116 -2.627 1.416
C -1.444 -4.205 -0.178
C -2.126 -4.242 1.173
O -3.251 -3.389 1.036
H -1.025 -3.230 -0.427
H -2.122 -4.454 -0.995
H -0.677 -4.974 -0.276
H -1.392 -3.926 1.915
H -2.487 -5.250 1.378
H -3.945 -3.824 0.534
C 1.579 4.036 -1.049
C 2.746 4.834 -0.437
O 3.960 4.150 -0.719
H 0.663 4.298 -0.518
H 1.754 2.966 -0.938
H 1.537 4.247 -2.117
H 2.678 4.962 0.644
H 2.822 5.834 -0.863
H 4.109 3.488 -0.036
C 4.863 -2.316 -1.540
C 5.600 -0.999 -1.310
C 4.900 -0.140 -0.258
O 6.864 -1.210 -0.754
H 4.951 -2.955 -0.661
H 5.409 -2.832 -2.330
H 3.807 -2.239 -1.795
H 5.708 -0.454 -2.248
H 5.197 -0.260 0.785
H 3.846 -0.403 -0.161
H 4.985 0.940 -0.382
H 7.228 -0.390 -0.413
C -3.856 -1.747 -2.660
C -5.215 -2.137 -2.204
C -6.267 -1.316 -2.815
O -5.515 -3.451 -2.557
H -3.584 -1.947 -3.696
H -3.176 -2.360 -2.067
H -3.742 -0.673 -2.507
H -5.241 -2.044 -1.117
H -6.392 -1.532 -3.877
H -6.208 -0.249 -2.599
H -7.262 -1.564 -2.442
H -5.655 -3.445 -3.507
C 1.784 2.647 2.505
C 3.270 2.364 2.623
C 3.514 1.038 3.350
O 3.836 2.389 1.333
H 1.642 3.611 2.016
H 1.415 2.656 3.530
H 1.267 1.892 1.912
H 3.734 3.207 3.136
H 3.059 1.135 4.337
H 4.572 0.870 3.556
H 3.114 0.160 2.843
H 3.356 1.712 0.847
C -1.830 4.660 1.827
C -1.568 3.770 3.021
C -0.898 4.528 4.181
O -2.850 3.332 3.476
H -2.337 4.101 1.041
H -0.890 5.050 1.436
H -2.472 5.496 2.106
H -0.905 2.986 2.655
H -1.620 5.204 4.639
H -0.103 5.161 3.784
H -0.347 3.830 4.811
H -3.425 4.092 3.597
C -0.859 -1.289 -4.545
C -0.159 -2.616 -4.266
C 0.057 -3.451 -5.529
O 1.125 -2.374 -3.790
H -0.315 -0.582 -5.170
H -1.026 -0.753 -3.610
H -1.815 -1.539 -5.007
H -0.740 -3.189 -3.541
H -0.856 -3.917 -5.901
H 0.561 -4.367 -5.217
H 0.582 -2.981 -6.360
H 1.069 -1.979 -2.914
*
```

Record 2
# C14H32NO28S7

A cluster of 8 separate species, C14H32NO28S7 in total (ωB97M-V with the def2-TZVPD basis set, the OMol25 dataset).

Electronic energy = -5501.08663 Eh
Energy above the lowest of the compared OMol25 structures with the same formula, charge and spin = 0.0 kcal per mole
Highest occupied orbital energy = -12.842 eV
Maximum force = 0.0370 Eh/bohr
Molecular weight = 886.858 g/mol

```
! wB97M-V def2-TZVPD RIJCOSX def2/J DEFGRID3
* xyz 1 1
N 0.198 -0.762 -0.163
H 0.960 -0.126 0.120
H 0.517 -1.563 -0.717
H -0.506 -0.167 -0.613
H -0.119 -1.106 0.758
C 3.524 4.609 -0.215
C 4.528 3.627 -0.725
O 3.953 2.344 -0.418
S 3.202 2.440 0.998
O 4.131 2.119 2.019
O 2.012 1.665 0.957
O 2.892 4.026 0.924
H 2.778 4.775 -0.995
H 3.898 5.591 0.075
H 5.519 3.614 -0.257
H 4.777 3.728 -1.779
C -1.641 2.866 4.748
C -0.985 3.727 3.653
O -1.273 3.080 2.424
S -1.968 1.633 2.616
O -0.986 0.609 2.681
O -3.026 1.480 1.695
O -2.526 1.989 4.074
H -2.253 3.429 5.450
H -0.829 2.429 5.330
H 0.099 3.736 3.819
H -1.283 4.778 3.607
C 0.072 5.648 -2.081
C -0.262 5.420 -0.633
O 0.271 4.106 -0.380
S 0.332 3.184 -1.681
O -0.733 2.250 -1.591
O 1.651 2.722 -1.911
O -0.110 4.375 -2.700
H 1.135 5.899 -2.201
H -0.478 6.419 -2.612
H -1.331 5.308 -0.418
H 0.184 6.111 0.080
C -1.968 -4.511 4.676
C -1.236 -5.489 3.746
O -1.037 -4.756 2.505
S -0.877 -3.217 2.883
O -1.236 -2.414 1.772
O 0.351 -2.930 3.532
O -2.028 -3.267 3.995
H -1.488 -4.404 5.652
H -2.967 -4.879 4.910
H -1.833 -6.358 3.488
H -0.239 -5.802 4.052
C -0.252 -2.899 -5.079
C 1.279 -2.786 -5.261
O 1.638 -1.531 -4.683
S 0.771 -1.322 -3.361
O 0.645 0.051 -3.097
O 1.296 -2.162 -2.320
O -0.522 -1.946 -4.024
H -0.566 -3.872 -4.724
H -0.739 -2.489 -5.958
H 1.593 -2.787 -6.299
H 1.810 -3.568 -4.715
C -5.809 0.662 -1.324
C -5.890 -0.220 -2.572
O -4.632 -0.910 -2.620
S -3.782 -0.728 -1.277
O -2.412 -0.681 -1.646
O -4.208 -1.649 -0.286
O -4.409 0.701 -0.972
H -6.292 0.221 -0.451
H -6.113 1.686 -1.504
H -5.863 0.373 -3.493
H -6.742 -0.880 -2.724
C 3.001 -4.408 -0.583
C 4.418 -4.039 -0.120
O 4.186 -2.810 0.547
S 2.859 -2.929 1.471
O 2.254 -1.649 1.521
O 3.141 -3.585 2.688
O 2.106 -3.848 0.386
H 2.703 -5.446 -0.699
H 2.838 -3.905 -1.537
H 5.049 -3.865 -0.985
H 4.876 -4.767 0.551
*
```

Record 3
# C13H13BF2N2O9Re

A structure of composition C13H13BF2N2O9Re (ωB97M-V with the def2-TZVPD basis set, the OMol25 dataset).

Electronic energy = -1592.81072 Eh
Energy above the lowest of the compared OMol25 structures with the same formula, charge and spin = 0.0 kcal per mole
Highest occupied orbital energy (alpha / beta) = -8.556 / -8.312 eV
Maximum force = 0.0314 Eh/bohr
Molecular weight = 576.267 g/mol

```
! wB97M-V def2-TZVPD RIJCOSX def2/J DEFGRID3
* xyz 0 4
Re 1.691 -0.832 -0.080
O 3.895 -0.724 0.133
C 4.356 0.556 -0.361
C 3.514 1.710 0.183
N 2.079 1.501 -0.041
C 1.267 1.862 1.125
C 1.543 0.858 2.286
O 1.641 1.265 3.417
O 1.648 -0.398 1.917
C 1.617 1.892 -1.372
C 1.971 0.820 -2.452
O 2.274 1.189 -3.562
O 1.888 -0.427 -2.060
H 4.096 -0.818 1.075
H 4.283 0.492 -1.444
H 5.403 0.691 -0.091
H 3.854 2.638 -0.288
H 3.686 1.802 1.258
H 0.211 1.767 0.866
H 1.456 2.876 1.486
H 2.026 2.851 -1.699
H 0.528 1.960 -1.367
O -0.627 -2.707 0.525
C -1.105 -1.582 0.163
O -0.362 -0.628 -0.199
C -2.563 -1.392 0.193
C -3.421 -2.349 0.729
C -4.786 -2.117 0.741
C -5.306 -0.946 0.217
C -4.439 -0.002 -0.313
C -3.076 -0.208 -0.331
N -4.970 1.250 -0.869
O -4.175 2.128 -1.138
O -6.175 1.330 -1.006
H -3.004 -3.262 1.133
H -5.459 -2.851 1.162
H -6.369 -0.747 0.210
H -2.414 0.530 -0.753
F 1.492 -3.462 1.306
B 0.827 -2.925 0.242
F 1.005 -3.593 -0.943
*
```